ORCA calculation (ωB97M-V/def2-TZVPD) on a structure of composition C4H7NO at a distorted geometry.

ORCA input file:
```
! RIJCOSX wB97M-V def2-TZVPD def2/J DEFGRID3
* xyz 0 1
C 1.652 0.454 -0.307
C 0.561 0.219 0.778
C -0.580 -0.613 0.192
O -2.343 -0.270 0.644
C -1.318 -0.049 -0.869
N -1.601 0.396 -1.902
H 2.412 1.146 0.081
H 2.169 -0.470 -0.591
H 1.215 0.895 -1.207
H 0.162 1.188 1.085
H 1.020 -0.275 1.642
H -0.364 -1.688 0.164
H -2.985 -0.932 0.289
*
```

Summary:
lowest unoccupied orbital energy: -0.2 eV
HOMO-LUMO gap: 9.16 eV
highest occupied orbital energy: -9.33 eV
electronic energy: -286.48092 Eh

Atom charges from the natural (NBO) analysis, given in e for atoms 1 to 8: atom 1 (C): -0.604, atom 2 (C): -0.444, atom 3 (C): 0.109, atom 4 (O): -0.754, atom 5 (C): 0.234, atom 6 (N): -0.388, atom 7 (H): 0.228, atom 8 (H): 0.210